(1)
Density functional theory data (ωB97M-V/def2-TZVPD) for a single C16H15NO3 molecule in a non-equilibrium geometry.

Structure (SMILES): O=C(CCNc1ccccc1)c1ccc2c(c1)OCO2
Relative energy (zero: lowest compared OMol25 entry of this formula, charge and spin): 41.08 kcal/mol

```
35
Properties=species:S:1:pos:R:3:forces:R:3:lowdin_charge:R:1
H 5.135 2.841 -0.736 0.1 0.1 0.0 0.094
C -2.011 -1.026 -1.606 0.2 -0.2 0.2 -0.003
H 5.078 0.822 -2.163 0.0 0.0 -0.1 0.101
N 1.684 -1.004 0.196 -0.2 -0.5 -0.1 0.021
H 1.875 -1.866 -0.291 0.0 0.0 0.0 0.132
H 0.247 -0.243 1.477 0.1 -0.1 0.1 0.109
H 0.652 -3.275 1.327 -0.1 0.0 0.0 0.124
C 2.642 1.145 0.800 -0.2 -0.2 0.1 -0.039
C -1.702 -1.318 -0.279 -0.3 0.2 -0.5 -0.150
C 4.395 0.918 -1.331 0.0 -0.1 0.0 -0.100
H -2.123 -0.807 1.802 0.1 0.0 0.2 0.124
O -3.902 1.232 1.220 0.3 -0.3 0.1 0.038
C 0.020 -2.385 1.290 0.2 0.0 -0.1 -0.102
C -2.306 -0.594 0.763 -0.2 0.2 -0.1 0.059
C -0.717 -2.395 -0.038 0.1 -0.2 0.3 -0.377
O -4.373 1.710 -0.983 0.2 -0.2 -0.4 0.046
C 3.549 2.153 0.529 0.1 0.1 -0.1 -0.099
H -3.125 0.208 -2.986 0.0 0.0 -0.1 0.121
H 3.473 -0.977 -1.695 0.0 -0.1 -0.1 0.108
C 3.496 -0.094 -1.070 0.0 0.0 0.0 -0.038
H 3.567 3.030 1.161 0.0 0.1 0.0 0.101
H -4.359 3.118 0.523 0.0 -0.3 -0.1 0.141
C 0.887 -1.128 1.391 0.1 0.1 0.2 -0.207
O -0.458 -3.224 -0.884 0.1 0.0 0.0 0.088
C 2.600 0.002 0.000 0.1 0.3 -0.1 -0.268
H -5.720 1.946 0.560 0.3 -0.1 -0.1 0.141
C -2.897 -0.017 -1.959 -0.3 0.3 0.1 0.027
C -3.476 0.688 -0.929 0.3 -0.3 0.6 -0.196
H 1.967 1.249 1.635 -0.1 0.0 0.1 0.096
C -3.185 0.395 0.408 0.0 0.0 -0.6 -0.189
H -0.682 -2.424 2.123 0.0 0.0 0.1 0.115
H -1.529 -1.611 -2.375 0.0 0.0 0.0 0.120
C 4.429 2.050 -0.533 0.1 0.2 0.0 -0.116
C -4.644 2.067 0.357 -0.8 0.9 0.4 -0.152
H 1.515 -1.188 2.296 -0.1 0.1 -0.1 0.128
```
Forces are in eV/Å.

(2)
Density functional theory data (ωB97M-V/def2-TZVPD) for a single C29H31F3N2O3 molecule.

Structure (SMILES): CNC(=O)[C@@H](c1ccccc1)N1CCc2cc(OC)c(OC)cc2[C@@H]1CCc1ccc(C(F)(F)F)cc1
Relative energy (zero: lowest compared OMol25 entry of this formula, charge and spin): 0.00 kcal/mol

```
68
Properties=species:S:1:pos:R:3:forces:R:3:lowdin_charge:R:1
C -0.098 -3.372 0.498 0.2 -0.1 0.0 0.027
H 1.063 3.307 -0.432 -0.1 0.0 0.0 0.117
C 3.114 2.811 -0.740 0.2 -0.1 0.1 -0.001
H -4.067 1.456 -2.609 0.0 -0.1 -0.1 0.116
C -1.312 -2.077 -2.836 -0.1 -0.1 -0.1 -0.047
H 0.124 1.050 0.043 -0.1 -0.1 0.0 0.128
H -5.313 3.547 1.672 0.0 0.0 0.1 0.100
H -3.280 2.164 1.521 0.1 0.0 0.1 0.107
C 5.497 2.174 -1.019 0.2 0.0 -0.2 -0.590
C 2.071 -2.420 0.047 0.2 -0.1 -0.1 -0.187
C -2.286 0.867 -0.654 -0.1 0.1 0.1 -0.170
H -3.563 -0.379 1.170 0.0 0.0 0.1 0.131
H 0.234 -5.934 -0.654 0.0 0.0 0.0 0.096
H 0.879 0.297 2.597 0.0 0.0 0.1 0.117
C -0.335 0.405 0.801 0.2 0.0 0.3 -0.249
H -6.092 2.832 -2.463 -0.1 0.0 -0.1 0.102
H -0.757 -4.221 0.594 0.0 -0.2 0.0 0.115
H 0.822 2.750 3.113 -0.1 0.1 0.0 0.121
H -0.871 -1.925 -3.822 0.0 -0.1 0.0 0.084
C 0.642 2.385 2.101 0.0 -0.2 0.1 -0.135
C -4.339 1.908 -1.667 0.0 0.0 0.0 -0.032
C 0.189 -0.997 0.586 -0.2 -0.2 0.0 -0.147
H -2.333 -2.438 -2.947 0.1 0.0 0.0 0.087
C 4.248 -1.592 -0.423 0.1 0.2 0.0 -0.075
H 5.214 -2.027 -0.672 0.0 0.1 0.0 0.100
N -1.370 -0.829 -2.114 0.2 0.0 -0.2 0.040
H 3.940 -0.918 -1.229 0.0 0.0 0.0 0.093
C 0.107 0.947 2.183 0.0 0.1 -0.2 -0.105
H -6.734 3.875 -0.320 -0.1 0.0 0.0 0.099
H -2.665 -2.294 0.132 0.0 0.0 0.1 0.109
O 1.832 -4.755 -0.048 0.1 0.4 0.0 -0.064
H -0.488 -0.400 -1.884 -0.1 0.1 0.1 0.129
H -0.111 3.020 1.632 0.0 0.1 0.0 0.120
H 2.153 -0.285 0.157 0.2 0.1 0.0 0.105
H -0.721 -2.814 -2.286 0.0 0.0 0.0 0.078
H -2.330 -0.369 2.437 -0.1 0.0 0.0 0.118
H 3.080 1.557 2.899 0.0 -0.1 0.1 0.123
F 5.892 3.365 -1.502 -0.1 0.2 0.0 0.142
C -3.905 2.305 0.652 0.1 0.0 -0.1 -0.038
C -0.634 -2.100 0.709 0.2 0.2 0.1 -0.172
C 3.088 1.907 1.877 -0.1 0.1 0.0 -0.023
H 0.648 -6.033 1.081 0.0 0.0 0.0 0.097
C 4.257 1.835 1.144 0.1 0.1 -0.2 -0.016
H -0.745 0.932 2.860 0.0 -0.1 0.0 0.110
C 1.232 -3.553 0.176 0.1 -0.1 0.0 -0.198
C -2.499 -0.521 1.366 -0.1 -0.2 0.2 -0.141
H 3.134 3.163 -1.760 0.0 0.0 -0.1 0.126
C 1.953 2.882 0.008 0.1 0.0 0.0 -0.028
H -1.529 1.492 -1.148 0.0 -0.1 0.1 0.158
H -2.373 -2.621 1.830 0.0 0.0 0.0 0.124
C 1.535 -1.165 0.253 0.1 -0.1 -0.1 0.045
C -5.841 3.271 -0.384 -0.1 0.1 0.1 -0.096
C 1.920 2.417 1.319 0.1 0.1 0.0 -0.235
C -5.481 2.685 -1.585 0.0 0.0 -0.1 -0.078
C -2.099 -1.959 1.005 -0.1 0.1 -0.1 -0.096
C 4.263 2.276 -0.172 0.1 0.0 0.0 -0.132
F 6.549 1.657 -0.372 0.0 -0.1 0.3 0.139
O 3.366 -2.678 -0.285 -0.4 -0.3 0.1 -0.059
C -3.548 1.699 -0.545 0.0 0.0 0.0 -0.165
C 1.055 -5.920 0.070 -0.1 -0.2 0.0 -0.084
O -3.580 -0.925 -1.680 -0.4 -0.1 0.1 0.068
H 1.733 -6.746 -0.139 -0.1 0.0 0.0 0.095
C -2.506 -0.379 -1.534 0.4 0.3 -0.2 -0.468
H 5.158 1.438 1.585 0.1 0.0 0.0 0.121
C -5.045 3.084 0.733 -0.1 0.1 0.0 -0.083
N -1.774 0.520 0.662 0.2 0.2 -0.3 -0.088
H 4.336 -1.023 0.509 0.0 0.0 0.0 0.089
F 5.297 1.388 -2.099 -0.2 -0.1 -0.1 0.129
```
Forces are in eV/Å.

(3)
Density functional theory data (ωB97M-V/def2-TZVPD) for a single C3H3IO2 molecule in a non-equilibrium geometry.

Structure (SMILES): CC(=O)C(=O)I
Relative energy (zero: lowest compared OMol25 entry of this formula, charge and spin): 4.95 kcal/mol

```
9
Properties=species:S:1:pos:R:3:forces:R:3:lowdin_charge:R:1
I -2.894 0.194 0.444 -0.1 -0.2 0.0 0.783
O -0.474 1.141 1.859 0.7 0.2 1.0 0.080
C 0.954 -0.758 -0.387 -1.1 2.3 -1.0 0.025
C -0.804 0.649 0.857 -1.2 0.0 -1.2 -0.765
H 1.654 -0.546 0.417 0.6 -0.1 -0.5 0.107
O -0.023 1.317 -1.236 -0.2 0.4 -1.0 0.126
H 0.361 -1.549 -0.088 -1.1 -2.0 0.7 0.055
H 1.216 -0.891 -1.428 1.1 -0.2 0.2 0.097
C 0.010 0.443 -0.437 1.3 -0.5 1.8 -0.508
```
Forces are in eV/Å.

(4)
Density functional theory data (ωB97M-V/def2-TZVPD) for a single C22H27NO4 molecule.

Structure (SMILES): C[C@@H]1CN(C[C@@H](O)COc2ccc(C(=O)c3ccccc3)cc2)C[C@H](C)O1
Relative energy (zero: lowest compared OMol25 entry of this formula, charge and spin): 33.99 kcal/mol

```
54
Properties=species:S:1:pos:R:3:forces:R:3:lowdin_charge:R:1
H -4.502 -0.509 1.112 0.0 0.0 0.0 0.140
H 5.270 -2.044 1.310 0.0 -0.1 0.0 0.118
H -1.825 3.947 1.250 -0.1 0.0 0.0 0.096
H 6.887 1.786 -1.338 0.0 0.1 -0.1 0.104
C 6.967 -0.830 0.799 0.0 0.0 0.0 -0.074
C 1.107 -0.187 -0.913 0.3 0.1 0.1 -0.008
H -2.328 -1.245 1.948 0.0 0.0 0.0 0.141
H 3.338 1.682 0.808 0.1 0.0 0.0 0.121
O 3.012 -2.093 0.006 0.1 0.1 0.0 0.097
H -2.158 1.893 -1.557 0.1 0.0 0.0 0.115
O -2.767 3.751 1.165 0.1 0.3 0.3 -0.013
H -0.154 -3.144 0.731 0.2 0.0 0.0 0.079
O -3.304 -2.575 -0.167 -0.1 -0.1 0.0 -0.074
C -5.475 -2.018 -0.945 0.5 0.0 0.1 -0.031
H 4.514 1.138 -1.431 0.0 0.1 0.0 0.118
H -4.554 0.528 -0.338 -0.1 0.0 0.0 0.124
H -6.075 -1.251 -1.428 -0.1 0.1 -0.1 0.080
C 2.293 0.134 -0.259 -0.4 0.0 -0.1 -0.162
C -2.033 2.766 -0.917 -0.8 0.0 0.1 -0.119
H -3.600 -1.260 -1.716 -0.1 0.0 0.1 0.152
H -1.473 1.443 1.468 0.0 0.0 0.0 0.126
C 3.319 -0.919 -0.089 -0.1 -0.1 0.0 -0.323
N -2.626 0.131 0.358 0.0 0.0 0.2 -0.158
H -1.324 -4.242 -0.020 0.0 -0.1 -0.1 0.083
C -4.007 -0.279 0.152 0.1 -0.2 -0.3 -0.132
H -3.142 1.315 2.052 0.1 0.0 0.0 0.137
C 7.416 0.249 0.055 0.0 0.0 0.0 -0.082
O -0.683 3.011 -0.572 0.2 0.1 0.1 -0.036
H 0.996 -1.182 -1.317 0.0 -0.1 0.0 0.121
H -1.515 -1.915 -0.923 0.0 0.0 0.1 0.141
C 6.532 0.954 -0.746 0.1 0.1 0.0 -0.075
H -1.616 -3.633 1.609 0.0 0.0 0.1 0.084
H -2.360 3.662 -1.455 0.0 -0.2 0.1 0.138
C 5.197 0.598 -0.792 -0.1 -0.1 0.0 -0.037
C -1.959 -2.195 0.047 0.5 0.1 0.4 -0.380
C 4.737 -0.479 -0.038 0.4 -0.1 0.0 -0.158
H -0.813 0.444 -1.564 -0.1 0.0 0.0 0.101
C -1.898 -0.973 0.969 0.0 -0.2 -0.3 -0.137
C 5.636 -1.200 0.745 -0.2 0.0 0.0 -0.014
C 1.422 2.337 0.150 -0.3 0.1 -0.1 0.012
C -1.209 -3.382 0.633 -0.3 0.3 -0.2 -0.019
C 2.439 1.417 0.270 -0.1 -0.2 -0.1 -0.023
C 0.231 2.008 -0.509 0.5 -0.1 0.1 -0.259
H 7.657 -1.386 1.417 0.0 0.0 0.1 0.104
H -5.917 -2.270 0.015 -0.1 0.0 0.1 0.084
H -0.856 -0.679 1.109 0.0 0.0 0.0 0.121
H -3.944 2.574 0.059 0.1 0.0 -0.1 0.143
C -2.891 2.611 0.353 0.4 -0.4 -0.4 -0.340
C -2.514 1.346 1.145 -0.2 0.2 -0.1 -0.136
H 1.519 3.327 0.567 0.0 0.1 0.1 0.120
C -4.050 -1.525 -0.741 -0.4 0.4 -0.1 -0.383
H 8.456 0.536 0.093 0.1 0.0 0.0 0.103
C 0.091 0.736 -1.056 -0.3 0.2 -0.1 -0.013
H -5.466 -2.911 -1.563 -0.1 -0.1 -0.1 0.082
```
Forces are in eV/Å.